Entry 1:
Here is one molecule with the formula BrH3NP in a non-equilibrium geometry from the Open Molecules 2025 dataset. Energies are from ωB97M-V/def2-TZVPD.

Structure (XYZ):
```
6
Properties=species:S:1:pos:R:3
N -0.075 0.203 0.663
P -1.148 -0.982 0.007
Br -2.969 0.156 0.066
H -0.114 0.175 1.729
H -0.165 1.113 0.120
H -0.836 -0.537 -1.281
```

The highest occupied orbital energy is -9.600 eV. The SMILES is NPBr. Its energy relative to the best compared isomer or geometry (same formula, charge and spin) is 0.147 eV. The LUMO energy is 0.783 eV. The HOMO-LUMO gap is 10.383 eV.

Entry 2:
Here is C30H81AgN6O10 as an isolated structure in a non-equilibrium geometry from the Open Molecules 2025 dataset. Energies are from ωB97M-V/def2-TZVPD.

Structure (XYZ):
```
128
Properties=species:S:1:pos:R:3
Ag 3.942 0.289 -0.840
C -0.164 -0.407 -0.541
C 1.271 -0.152 -0.736
O 1.720 0.964 -1.128
O 2.145 -1.040 -0.530
H -0.637 -1.150 -1.181
H -0.710 0.531 -0.678
H -0.397 -0.735 0.476
C -1.439 -3.696 -0.435
C -1.679 -4.790 0.591
C -2.390 -5.966 -0.035
O -2.600 -7.078 0.823
C -3.429 -6.785 1.927
N -0.357 -5.244 1.080
H -0.736 -2.948 -0.076
H -2.350 -3.147 -0.689
H -0.947 -4.094 -1.326
H -2.210 -4.414 1.470
H -1.680 -6.362 -0.770
H -3.351 -5.755 -0.519
H -2.925 -6.161 2.670
H -3.742 -7.710 2.407
H -4.346 -6.281 1.597
H -0.331 -5.593 2.033
H -0.111 -6.100 0.585
C -3.058 6.251 1.084
C -4.013 5.328 1.859
C -3.414 3.966 2.125
O -3.318 3.220 0.904
C -2.863 1.915 1.137
N -4.236 5.968 3.180
H -2.921 5.792 0.102
H -2.127 6.364 1.635
H -3.505 7.236 0.962
H -4.994 5.205 1.387
H -3.953 3.309 2.815
H -2.389 4.114 2.490
H -2.635 1.492 0.159
H -3.559 1.224 1.623
H -1.949 1.888 1.736
H -4.768 6.830 3.175
H -4.881 5.316 3.634
C -0.183 2.047 -4.949
C -1.144 3.003 -4.274
C -2.597 2.521 -4.256
O -2.964 2.107 -5.545
C -4.231 1.477 -5.620
N -0.672 3.349 -2.943
H -0.411 2.029 -6.013
H -0.305 1.022 -4.581
H 0.864 2.252 -4.729
H -1.151 3.887 -4.923
H -3.202 3.315 -3.805
H -2.655 1.647 -3.586
H -4.261 0.644 -4.915
H -4.374 1.149 -6.647
H -5.034 2.197 -5.436
H -1.283 4.042 -2.525
H -0.666 2.502 -2.384
C 1.977 -3.183 2.787
C 3.398 -2.729 3.041
C 3.941 -3.429 4.296
O 3.259 -2.809 5.377
C 3.368 -3.519 6.583
N 4.211 -3.038 1.831
H 1.946 -4.224 2.454
H 1.567 -2.627 1.935
H 1.209 -3.127 3.564
H 3.486 -1.651 3.199
H 5.029 -3.388 4.411
H 3.656 -4.491 4.322
H 2.878 -4.497 6.589
H 3.006 -2.845 7.361
H 4.415 -3.695 6.872
H 4.232 -4.053 1.787
H 3.591 -2.688 1.108
C -0.883 -2.490 6.064
C -1.328 -1.587 4.937
C -0.203 -0.631 4.541
O -0.612 0.169 3.444
C 0.367 1.026 2.908
N -1.863 -2.386 3.827
H -0.178 -3.239 5.695
H -1.769 -2.973 6.467
H -0.339 -1.907 6.811
H -2.238 -1.039 5.206
H 0.765 -1.135 4.427
H -0.001 0.042 5.385
H -0.034 2.019 2.701
H 0.753 0.563 1.999
H 1.177 1.195 3.624
H -1.107 -2.685 3.210
H -2.464 -1.823 3.237
C 6.344 2.067 -2.984
C 4.903 2.516 -2.824
C 3.862 1.756 -3.661
O 3.851 0.436 -3.159
C 3.099 -0.456 -3.967
N 4.543 2.413 -1.367
H 6.481 1.000 -2.806
H 7.054 2.652 -2.400
H 6.656 2.263 -4.015
H 4.875 3.588 -3.048
H 4.232 1.856 -4.687
H 2.891 2.258 -3.646
H 3.414 -0.442 -5.014
H 2.031 -0.219 -3.959
H 3.254 -1.474 -3.613
H 5.177 3.062 -0.905
H 3.664 2.934 -1.306
C 0.621 5.479 -0.278
C 1.658 4.574 -0.866
O 2.907 4.554 -0.118
H 0.730 6.551 -0.413
H 0.444 5.268 0.780
H -0.314 5.162 -0.753
H 2.003 4.884 -1.857
H 1.266 3.560 -0.985
H 2.742 3.887 0.561
C -0.588 -1.554 -4.798
C -1.977 -2.063 -5.082
O -2.284 -3.006 -4.064
H 0.158 -2.341 -4.916
H -0.581 -1.019 -3.848
H -0.217 -0.807 -5.506
H -2.068 -2.423 -6.114
H -2.729 -1.264 -5.083
H -3.015 -3.561 -4.355
```

The total charge is +1. The highest occupied orbital energy (alpha / beta) is -11.115 / -11.115 eV. As for the spin multiplicity: 2. As for the expectation value of S²: 0.76. The LUMO energy (alpha / beta) is -3.076 / -6.894 eV. The HOMO-LUMO gap (alpha / beta) is 8.039 / 4.221 eV.

Entry 3:
Here is C5H20KO5 as an isolated structure in a non-equilibrium geometry from the Open Molecules 2025 dataset. Energies are from ωB97M-V/def2-TZVPD.

Structure (XYZ):
```
31
Properties=species:S:1:pos:R:3
K -0.357 0.640 0.582
C 3.807 -0.588 4.429
O 2.898 0.386 3.969
H 3.360 -1.022 5.324
H 4.056 -1.211 3.571
H 4.732 -0.132 4.781
H 2.984 1.092 4.613
C -1.639 1.316 -4.348
O -1.622 0.259 -3.418
H -1.432 1.009 -5.374
H -2.630 1.765 -4.277
H -0.965 2.122 -4.057
H -2.371 -0.290 -3.662
C -5.294 -1.746 0.304
O -4.451 -1.177 1.325
H -5.064 -1.415 -0.709
H -5.040 -2.806 0.325
H -6.347 -1.670 0.576
H -4.985 -1.099 2.119
C 0.253 -4.271 -1.329
O 0.853 -3.823 -0.072
H 0.607 -3.643 -2.146
H 0.395 -5.312 -1.620
H -0.826 -4.136 -1.249
H 1.427 -4.509 0.277
C 2.969 5.184 0.321
O 2.539 4.120 -0.535
H 2.464 6.129 0.122
H 2.790 4.997 1.380
H 4.026 5.396 0.160
H 2.863 4.433 -1.382
```

The total charge is +1. The highest occupied orbital energy is -12.712 eV. Its energy relative to the best compared isomer or geometry (same formula, charge and spin) is 2.061 eV. The LUMO energy is -3.522 eV. The HOMO-LUMO gap is 9.190 eV.

Entry 4:
Here is an isolated ion of composition C5H10N3 and charge +1 in a non-equilibrium geometry from the Open Molecules 2025 dataset. Energies are from ωB97M-V/def2-TZVPD.

Structure (XYZ):
```
18
Properties=species:S:1:pos:R:3
C -0.771 0.837 0.223
C 0.603 0.403 0.148
C -1.871 -0.093 0.132
C 1.625 1.515 0.180
C 1.990 -1.501 -0.341
N -1.661 -1.241 0.769
N 0.840 -0.753 -0.207
N -2.934 0.236 -0.605
H -0.973 1.829 0.412
H 1.598 1.766 1.250
H 2.568 1.104 0.143
H 1.374 2.474 -0.168
H 2.939 -1.008 -0.182
H 1.932 -2.400 0.463
H 1.900 -2.004 -1.368
H -2.461 -1.850 0.759
H -2.980 1.117 -1.143
H -3.717 -0.429 -0.466
```

The total charge is +1. The highest occupied orbital energy (alpha / beta) is -13.819 / -13.694 eV. Its energy relative to the best compared isomer or geometry (same formula, charge and spin) is 5.241 eV. The LUMO energy (alpha / beta) is -6.691 / -7.230 eV. The HOMO-LUMO gap (alpha / beta) is 7.128 / 6.464 eV.